(1)
ORCA calculation (ωB97M-V/def2-TZVPD) on C15H12N2OS in the gas phase at a distorted geometry.

```
31
C15H12N2OS, DFT ωB97M-V/def2-TZVPD
N -0.8507 2.2582 -0.9184
C -0.9153 1.1272 -0.7175
C -0.9090 -0.2570 -0.4929
C -1.9828 -0.9677 -0.0666
C -3.2905 -0.5084 0.2308
C -4.3369 -1.3004 0.6602
C -5.5194 -0.5834 0.8781
C -5.3755 0.7480 0.6157
S -3.7970 1.1554 0.0978
C 0.3698 -1.0018 -0.7345
O 0.4565 -2.1983 -0.5365
N 1.3828 -0.2441 -1.2040
C 2.7148 -0.7736 -1.4166
C 3.6688 -0.2656 -0.3661
C 3.5032 -0.6604 0.9562
C 4.3469 -0.1799 1.9405
C 5.3657 0.6997 1.6123
C 5.5356 1.0972 0.2977
C 4.6875 0.6198 -0.6871
H -1.8138 -2.0322 0.0612
H -4.2391 -2.3609 0.8083
H -6.4391 -1.0276 1.2136
H -6.1160 1.5192 0.6981
H 1.2638 0.7553 -1.2795
H 3.0565 -0.4912 -2.4170
H 2.6253 -1.8622 -1.3579
H 2.7098 -1.3499 1.2061
H 4.2120 -0.4932 2.9652
H 6.0260 1.0741 2.3805
H 6.3284 1.7831 0.0375
H 4.8220 0.9335 -1.7127
```

Calculated values
total energy = -1161.7380 a.u.
HOMO-LUMO gap = 8.1 eV
structure (SMILES) = N#C/C(=C\c1cccs1)C(=O)NCc1ccccc1
lowest unoccupied orbital energy = -0.7 eV
HOMO level = -8.8 eV

natural (NBO) atomic charge list, values in e, 4 entries: N -0.304; C 0.249; C -0.300; C -0.035

***

(2)
ORCA calculation (ωB97M-V/def2-TZVPD) on C15H13BO2S2 in the gas phase at a distorted geometry.

```
33
C15H13BO2S2, DFT ωB97M-V/def2-TZVPD
O 2.8561 4.9137 -0.3786
B 1.9518 4.2149 0.4200
O 1.4745 4.7896 1.5891
C 1.6262 2.7812 -0.0653
C 1.7931 1.6872 0.7059
C 1.3385 0.4808 0.0287
C 1.4749 -0.8544 0.4530
C 0.9944 -1.8701 -0.3246
C 0.9275 -3.2362 0.2727
S -0.7044 -3.9240 0.1988
C -1.6974 -2.3956 0.3071
C -2.7660 -2.1804 -0.5434
C -3.4706 -0.9541 -0.5874
C -3.2359 -0.0185 0.3804
C -2.1731 -0.2116 1.2834
C -1.4275 -1.3719 1.2355
C 0.4148 -1.6418 -1.5828
C 0.3592 -0.3525 -2.0460
C 0.8386 0.6907 -1.2664
S 0.9748 2.3666 -1.6526
H 3.3394 4.1810 -0.8113
H 1.9163 5.6660 1.7092
H 1.9521 1.7905 1.7683
H 1.9081 -1.0585 1.4253
H 1.2629 -3.2459 1.3288
H 1.6042 -3.8456 -0.3135
H -2.9556 -2.9589 -1.2407
H -4.2061 -0.8150 -1.3662
H -3.8245 0.8645 0.3889
H -1.9565 0.5880 1.9349
H -0.6405 -1.4981 1.9253
H 0.0463 -2.4661 -2.1490
H 0.0044 -0.1158 -3.0273
```

Calculated values
total energy = -1551.2091 a.u.
HOMO-LUMO gap = 8.8 eV
structure (SMILES) = OB(O)c1cc2cc(CSc3ccccc3)ccc2s1
lowest unoccupied orbital energy = 0.4 eV
HOMO level = -8.4 eV

natural (NBO) atomic charge list, values in e, 4 entries: O -0.885; B 1.104; O -0.873; C -0.548

***

(3)
ORCA calculation (ωB97M-V/def2-TZVPD) on a molecular structure, C15H13ClN2O2Pb at a distorted geometry.

```
34
C15H13ClN2O2Pb, DFT ωB97M-V/def2-TZVPD
Cl 0.2120 2.4583 1.3632
C 1.2331 2.8929 -2.5523
C 1.5833 1.6213 -3.1262
C 2.4581 0.9304 -2.2218
H 1.1954 1.2169 -4.0967
C 2.6556 1.7860 -1.0692
C 1.8906 3.0079 -1.2735
H 1.7741 3.8065 -0.5146
H 0.5382 3.6534 -2.9833
H 2.8780 -0.1018 -2.3297
C 3.4517 1.4544 0.1800
Pb 0.3463 1.1052 -0.7161
C -0.5121 -0.4306 -2.4733
C -1.7712 1.8632 -0.9496
O -1.0638 -1.2420 -3.0403
O -2.8696 2.0863 -0.6984
H 3.4191 0.3742 0.3944
H 3.0501 2.0111 1.0388
H 4.4899 1.7536 -0.0127
N -3.0961 -1.7253 0.3703
C -2.4661 -0.8171 -0.3968
N -1.2535 -0.5786 0.1250
C -1.1060 -1.3738 1.2688
C -0.0120 -1.5367 2.1572
C -0.2275 -2.4649 3.1832
C -1.4493 -3.1938 3.3078
C -2.4853 -3.0001 2.3962
C -2.2941 -2.0891 1.3920
H -4.0054 -2.0711 0.1858
H -2.9431 -0.3907 -1.3170
H 0.9056 -0.9479 2.0175
H 0.5404 -2.6448 3.8990
H -1.5970 -3.8952 4.0911
H -3.4692 -3.5182 2.4013
```

Calculated values
charge = +2
total energy = -1491.6737 a.u.
HOMO-LUMO gap (alpha / beta) = 4.5 / 4.8 eV
lowest unoccupied orbital energy (alpha / beta) = -10.6 / -10.3 eV
HOMO level (alpha / beta) = -15.1 / -15.1 eV

natural (NBO) atomic charge list, values in e, 4 entries: Cl -0.362; C -0.254; C -0.229; C -0.339

***

(4)
ORCA calculation (ωB97M-V/def2-TZVPD) on a molecular structure, C15H13CoFeI2NO7S2 at a distorted geometry.

```
42
C15H13CoFeI2NO7S2, DFT ωB97M-V/def2-TZVPD
I 2.2242 -0.0166 -2.9992
I -3.4326 0.2615 -0.0719
Fe -1.0453 -0.2357 0.2265
Co 0.9069 -0.8843 -1.0020
S -0.9255 -0.3515 -1.9228
C 1.4033 -2.5269 -1.0615
C 2.2597 -0.2537 -0.0445
C -1.7167 -1.8950 -3.0542
C -3.1224 -1.4586 -3.4148
C -1.7087 -3.1905 -2.2893
C -0.7811 -1.9568 -4.2571
C -1.4912 -0.3972 2.7357
C -1.1472 -1.9969 0.5657
O 3.2460 0.0107 0.5114
O 1.9530 -3.5250 -1.2686
O -1.7904 0.0563 3.7494
O -1.6858 -2.9820 0.8636
H -3.5731 -2.2488 -4.0321
H -3.1201 -0.5299 -3.9954
H -3.7472 -1.3160 -2.5235
H -2.0943 -3.9607 -2.9703
H -2.3531 -3.1599 -1.4114
H -0.6984 -3.4826 -1.9925
H -1.1517 -2.7248 -4.9541
H 0.2407 -2.2364 -3.9562
H -0.7387 -0.9928 -4.7821
O 0.6542 -0.4747 2.9298
C 0.8401 0.6090 2.3320
N 0.1832 0.9169 1.1670
S 0.3684 2.5664 0.6888
O 1.1730 2.6409 -0.4961
O -0.9092 3.2136 0.7608
C 1.3401 2.8973 2.1041
C 1.6846 4.1679 2.5543
C 2.3574 4.2748 3.7800
C 2.6956 3.1113 4.4883
C 2.3240 1.8520 4.0309
C 1.6158 1.7461 2.8221
H 1.4164 5.0426 1.9715
H 2.6009 5.2545 4.1817
H 3.2205 3.2247 5.4344
H 2.5249 0.9508 4.6017
```

Calculated values
multiplicity = 10
charge = +4
total energy = -5197.1163 a.u.
HOMO-LUMO gap (alpha / beta) = 6.3 / 5.6 eV
lowest unoccupied orbital energy (alpha / beta) = -16.2 / -17.1 eV
HOMO level (alpha / beta) = -22.4 / -22.7 eV

natural (NBO) atomic charge list, values in e, 4 entries: I 0.629; I 0.646; Fe 0.844; Co 0.356

***

(5)
ORCA calculation (ωB97M-V/def2-TZVPD) on a molecular structure, C15H13CsIN5O4S at a distorted geometry.

```
40
C15H13CsIN5O4S, DFT ωB97M-V/def2-TZVPD
Cs -0.0078 -1.7236 -1.7877
N 1.7211 -1.7165 3.0192
C 1.2295 -2.0091 1.7021
N 0.7411 -0.8626 0.9733
C 0.5977 0.2967 1.5828
N 0.0526 1.3815 1.0498
N -0.4504 1.2099 -0.1354
C -1.1475 2.1518 -0.7628
C -1.5239 2.0360 -2.1451
C -2.4692 2.9346 -2.6654
C -2.8386 2.7353 -3.9972
C -2.2467 1.7597 -4.8160
C -1.2044 0.9879 -4.1989
N -0.9566 1.0889 -2.8974
C 0.9124 0.5097 2.9759
C 0.6960 1.7538 3.6219
C 1.2434 1.9562 4.8753
C 2.0006 0.9626 5.4567
C 2.1991 -0.2673 4.8726
C 1.5975 -0.5337 3.6530
H 1.8903 -2.5500 3.5628
H 2.1212 -2.3944 1.1732
H -1.3028 3.0988 -0.2476
H -3.0084 3.6755 -2.0479
H -3.5778 3.3751 -4.3732
H -2.5791 1.6357 -5.8539
H -0.5103 0.3460 -4.7562
H 0.1034 2.4977 3.0810
H 1.0026 2.8676 5.4110
H 2.4928 1.1830 6.4274
H 2.8968 -0.9772 5.2708
O -0.8307 -1.4908 -5.1297
S 0.1229 -2.6641 -5.0858
O 0.1513 -3.3387 -6.3472
O 1.4564 -2.1980 -4.6625
O -0.4959 -3.4726 -3.9588
I 0.6226 -5.0504 2.4611
C 0.1796 -3.0876 1.6774
H -0.6615 -2.7812 2.3379
H -0.2195 -3.3261 0.6834
```

Calculated values
charge = -2
total energy = -1870.2011 a.u.
HOMO-LUMO gap = 4.4 eV
lowest unoccupied orbital energy = 3.4 eV
HOMO level = -1.0 eV

Löwdin atomic charge list, values in e, 4 entries: Cs 1.103; N 0.066; C -0.519; N -0.013

***

(6)
ORCA calculation (ωB97M-V/def2-TZVPD) on C15H13F3N2O2S in the gas phase.

```
36
C15H13F3N2O2S, DFT ωB97M-V/def2-TZVPD
C -1.8892 -1.2305 -3.5560
C -0.3930 -1.4967 -3.4911
O 0.2831 -0.4574 -2.7769
C 0.5822 0.6517 -3.4517
O 0.4038 0.8099 -4.6279
C 1.1731 1.6982 -2.5295
S -0.1765 2.4366 -1.5398
C -0.2080 1.3546 -0.1798
N 0.7221 0.4216 -0.0839
C 0.6832 -0.4057 0.9546
C 1.7115 -1.4449 1.0043
C 2.2807 -1.8879 -0.1902
C 3.2466 -2.8748 -0.1764
C 3.6634 -3.4223 1.0270
C 3.1104 -2.9788 2.2178
C 2.1365 -1.9980 2.2112
C -0.3208 -0.2771 1.9264
C -1.2263 0.7519 1.7286
C -2.3667 0.9708 2.6978
F -2.0522 0.5507 3.9361
F -2.7330 2.2456 2.8026
F -3.4564 0.2724 2.3334
N -1.1907 1.5676 0.6904
H -2.0817 -0.3242 -4.1251
H -2.2947 -1.1103 -2.5539
H -2.3872 -2.0639 -4.0429
H -0.1765 -2.4099 -2.9327
H 0.0277 -1.5636 -4.4995
H 1.8778 1.2582 -1.8266
H 1.6122 2.5038 -3.1131
H 1.9375 -1.4549 -1.1169
H 3.6780 -3.2190 -1.1045
H 4.4206 -4.1919 1.0380
H 3.4412 -3.3985 3.1560
H 1.7276 -1.6437 3.1454
H -0.4005 -0.9430 2.7676
```

Calculated values
total energy = -1537.2269 a.u.
HOMO-LUMO gap = 8.8 eV
structure (SMILES) = CCOC(=O)CSc1nc(-c2ccccc2)cc(C(F)(F)F)n1
lowest unoccupied orbital energy = -0.3 eV
HOMO level = -9.1 eV

natural (NBO) atomic charge list, values in e, 4 entries: C -0.635; C -0.076; O -0.515; C 0.787

***

(7)
ORCA calculation (ωB97M-V/def2-TZVPD) on a molecular structure, C15H13N3O6Ru.

```
38
C15H13N3O6Ru, DFT ωB97M-V/def2-TZVPD
Ru 0.7002 0.1335 0.1132
O -0.0063 6.0169 -0.8291
C 0.1581 4.7171 -0.5651
C 0.2249 4.2106 0.7399
C 0.3892 2.8529 0.8882
N 0.4657 2.0745 -0.1774
C 0.4530 2.5224 -1.4267
C 0.2873 3.8633 -1.6722
C 0.6901 1.4046 -2.4352
O 0.6077 1.5685 -3.6154
O 1.0286 0.2467 -1.8446
C 0.5823 2.0793 2.1857
O 0.5005 2.5991 3.2589
O 0.9035 0.7983 1.9682
H -0.0760 6.5367 -0.0189
H 0.1699 4.8472 1.6138
H 0.2749 4.2534 -2.6800
C -3.4476 -0.7440 0.4801
C -2.0673 -0.9237 -0.0615
O -1.2824 0.0546 0.0567
N -1.7543 -2.0702 -0.6429
C -0.4892 -2.4069 -1.3126
C 0.5390 -2.8689 -0.3110
C 0.9050 -4.1914 -0.1723
C 1.8067 -4.5446 0.8238
C 2.3005 -3.5637 1.6630
C 1.8981 -2.2552 1.4644
N 1.0515 -1.9121 0.4861
H -3.8473 0.1978 0.1081
H -3.3807 -0.6668 1.5658
H -4.1157 -1.5582 0.2114
H -2.4678 -2.7822 -0.6263
H -0.1312 -1.5413 -1.8694
H -0.7051 -3.1921 -2.0325
H 0.4918 -4.9374 -0.8373
H 2.1096 -5.5759 0.9447
H 2.9896 -3.7961 2.4617
H 2.2434 -1.4466 2.0968
```

Calculated values
multiplicity = 2
charge = +1
total energy = -1289.8691 a.u.
HOMO-LUMO gap (alpha / beta) = 8.3 / 8.1 eV
lowest unoccupied orbital energy (alpha / beta) = -4.3 / -4.4 eV
HOMO level (alpha / beta) = -12.5 / -12.4 eV

natural (NBO) atomic charge list, values in e, 4 entries: Ru 1.324; O -0.619; C 0.376; C -0.270

***

Question: total energy of number 3 (C15H13ClN2O2Pb)?
Answer: -1491.6737 a.u.

***

Question: Which formula does entry 2 have?
Answer: C15H13BO2S2

***

Question: Which of these has the highest total energy?
Answer: C15H12N2OS

***

Question: What is the formula in the fifth record?
Answer: C15H13CsIN5O4S